[1]
5 unconnected molecules or ions with the total composition C19H30ClO13P in a non-equilibrium geometry. Source: the Open Molecules 2025 dataset; level of theory: ωB97M-V/def2-TZVPD.

XYZ file:
```
64
Properties=species:S:1:pos:R:3:forces:R:3:lowdin_charge:R:1
C -3.537 2.273 2.032 -0.894 0.132 -0.363 -0.08
O -3.648 0.897 1.680 0.631 0.252 0.635 -0.13
C -2.504 0.132 1.974 -1.070 -1.103 -0.581 -0.21
O -1.875 0.502 3.204 0.181 -0.441 -1.690 0.08
C -0.689 1.115 3.135 -0.572 -1.417 -0.984 -0.70
O -0.387 1.832 3.980 1.325 2.903 3.387 0.20
O 0.227 0.840 2.136 0.055 0.242 -1.495 -0.21
P 0.111 1.974 0.886 -1.723 0.149 -0.619 0.63
O 0.841 3.333 1.334 0.603 -1.066 0.388 -0.28
Cl 1.330 1.109 -0.601 0.261 0.326 0.854 0.32
H -4.212 2.816 1.364 0.101 -0.084 -0.014 0.09
H -3.919 2.424 3.045 0.414 0.061 0.063 0.10
H -2.541 2.695 1.891 0.056 -0.122 0.140 0.06
H -1.849 0.125 1.106 0.445 0.293 0.369 0.09
H -2.860 -0.891 2.098 0.008 0.069 0.049 0.13
H 0.303 4.078 0.997 0.155 0.147 -0.155 0.02
O -2.910 -2.922 0.325 0.145 0.202 0.307 0.12
C -2.038 -2.718 -0.472 -0.370 -0.259 -0.306 -0.46
C -1.651 -3.597 -1.639 0.751 0.219 -0.005 -0.07
C -0.280 -3.046 -2.016 -0.067 -0.096 -0.121 -0.15
C -0.390 -1.590 -1.593 0.346 -0.108 -0.258 -0.19
O -1.269 -1.597 -0.455 -0.054 -0.073 0.113 0.00
H -2.380 -3.463 -2.440 -0.097 -0.089 0.082 0.14
H -1.606 -4.636 -1.339 -0.329 -0.018 -0.055 0.09
H -0.026 -3.170 -3.068 -0.012 0.077 0.008 0.12
H 0.490 -3.545 -1.424 0.007 0.032 -0.018 0.12
H -0.833 -0.964 -2.372 -0.040 0.001 0.036 0.13
H 0.568 -1.164 -1.303 -0.267 -0.062 0.083 0.04
O -2.856 -6.243 -0.823 -0.249 -0.254 -0.177 0.10
C -3.541 -6.307 0.156 0.283 0.313 0.125 -0.48
C -3.074 -6.577 1.571 -0.391 -0.314 0.197 -0.07
C -4.377 -6.925 2.280 0.110 -0.066 0.192 -0.16
C -5.395 -6.131 1.479 -0.166 0.026 0.223 -0.15
O -4.877 -6.097 0.139 0.100 -0.133 -0.048 0.04
H -2.622 -5.667 1.970 0.067 0.003 -0.101 0.13
H -2.362 -7.397 1.594 0.188 0.179 -0.110 0.12
H -4.382 -6.685 3.342 -0.047 0.062 -0.035 0.12
H -4.576 -7.994 2.178 -0.027 0.026 0.003 0.12
H -5.496 -5.104 1.837 0.052 0.004 -0.039 0.13
H -6.376 -6.600 1.475 -0.002 0.054 -0.213 0.12
O -0.159 5.239 -0.386 0.105 -0.071 0.304 0.09
C 0.550 5.580 -1.295 -0.236 0.125 -0.218 -0.46
C 0.346 5.264 -2.760 0.485 -0.096 -0.136 -0.06
C 1.713 5.590 -3.351 -0.044 -0.109 -0.178 -0.15
C 2.213 6.672 -2.410 0.222 0.085 -0.283 -0.14
O 1.640 6.349 -1.129 -0.137 -0.156 0.081 0.05
H -0.438 5.913 -3.155 -0.082 -0.070 0.064 0.14
H 0.078 4.220 -2.899 -0.272 0.071 0.110 0.13
H 1.683 5.905 -4.392 0.007 0.072 0.044 0.12
H 2.360 4.713 -3.284 0.010 0.036 0.003 0.12
H 1.871 7.668 -2.700 -0.043 -0.016 0.054 0.13
H 3.297 6.684 -2.329 -0.042 0.027 0.233 0.13
O 7.274 1.609 -2.240 -0.201 -0.019 -0.209 0.12
C 6.614 1.493 -1.251 0.345 0.201 0.083 -0.49
C 7.119 1.185 0.145 -0.453 -0.356 0.183 -0.08
C 5.842 0.773 0.869 0.171 -0.029 0.161 -0.16
C 4.783 1.566 0.122 -0.115 -0.068 0.283 -0.18
O 5.268 1.666 -1.229 0.091 -0.075 -0.024 0.02
H 7.556 2.090 0.569 0.090 -0.018 -0.069 0.13
H 7.854 0.384 0.123 0.197 0.203 -0.113 0.12
H 5.854 0.974 1.939 -0.059 0.052 -0.030 0.12
H 5.671 -0.296 0.730 -0.029 0.025 0.006 0.12
H 4.661 2.575 0.524 0.012 0.001 -0.028 0.13
H 3.817 1.068 0.126 0.075 0.117 -0.189 0.05
```
Forces are in eV/Å.

Computed properties:
Gap between HOMO and LUMO: 9.783 eV
LUMO: 0.443 eV

[2]
A gas-phase ion, C7H16N3 (charge +1) in a non-equilibrium geometry. Source: the Open Molecules 2025 dataset; level of theory: ωB97M-V/def2-TZVPD.

XYZ file:
```
26
Properties=species:S:1:pos:R:3:forces:R:3:lowdin_charge:R:1
C 0.172 3.000 1.332 1.187 0.096 1.373 -0.01
N -0.926 2.075 1.096 1.826 1.408 0.452 0.11
C -0.819 1.009 0.411 -1.109 -0.907 -0.137 -0.35
N -1.631 0.042 -0.016 -0.158 -0.807 -0.717 0.03
C -2.601 0.167 -1.139 -0.055 -1.340 1.268 0.00
N -0.147 0.211 -0.385 0.733 -1.012 -0.649 0.20
C 0.815 -1.102 -0.281 -0.195 1.420 0.782 -0.47
C 0.304 -2.038 0.795 -3.047 -1.538 -1.658 -0.04
C 0.909 -1.689 -1.694 0.710 1.830 -0.028 -0.02
C 2.119 -0.557 0.264 -0.236 -1.351 -0.655 -0.05
H 0.301 3.159 2.482 -0.487 0.176 -2.219 0.14
H 0.018 3.917 0.705 0.323 -0.732 0.947 0.12
H 1.065 2.448 1.040 0.237 0.492 -0.219 0.08
H -1.741 2.445 1.503 -1.861 -0.492 0.034 0.16
H -2.264 -0.505 -1.967 -0.646 0.430 0.911 0.11
H -3.529 -0.120 -0.597 0.303 -0.200 -1.141 0.11
H -2.722 1.158 -1.481 0.121 1.254 -0.499 0.07
H -0.885 -1.983 0.833 2.493 -0.239 0.070 0.12
H 0.557 -3.136 0.506 -0.222 1.969 0.791 0.14
H 0.730 -1.689 1.708 -0.001 -0.410 0.934 0.06
H 0.805 -0.932 -2.459 -0.141 0.583 0.015 0.09
H 0.190 -2.399 -1.927 -1.604 -1.417 0.043 0.06
H 1.853 -2.126 -1.975 0.657 -0.281 0.692 0.09
H 2.162 -0.008 1.159 -1.040 0.200 1.829 0.07
H 2.660 -1.477 0.414 0.954 0.008 -0.011 0.11
H 2.606 0.131 -0.330 1.260 0.859 -2.208 0.07
```
Forces are in eV/Å.

Computed properties:
Gap between HOMO and LUMO: 11.030 eV
ΔE to the lowest compared entry with this formula, charge and spin: 466.99 kJ/mol
Charge: +1
LUMO: -2.961 eV

[3]
A molecular structure, C3H10N2O in a non-equilibrium geometry. Source: the Open Molecules 2025 dataset; level of theory: ωB97M-V/def2-TZVPD.

XYZ file:
```
16
Properties=species:S:1:pos:R:3:forces:R:3:lowdin_charge:R:1
C 0.199 0.788 -0.411 -6.542 3.273 -1.001 -0.49
C -0.769 -1.036 0.835 0.157 -0.253 0.140 -0.11
C 1.684 -0.912 -0.325 -2.414 -1.431 0.136 0.05
N -0.183 -0.502 -0.393 6.016 -2.503 0.302 -0.08
N -1.537 1.369 -0.731 1.887 0.956 0.074 -0.01
O 0.550 1.452 0.731 0.401 -0.073 0.131 0.00
H 0.348 2.384 0.564 0.063 -0.144 0.079 0.11
H 0.646 1.163 -1.327 0.215 -0.310 0.092 0.13
H -1.929 0.823 -1.496 0.315 -0.058 0.178 0.01
H -2.142 1.230 0.076 0.374 -0.132 0.061 0.00
H -1.840 -1.169 0.678 0.029 0.110 -0.042 0.08
H -0.600 -0.437 1.731 0.020 0.116 -0.125 0.08
H -0.348 -2.029 1.020 -0.071 0.100 -0.111 0.08
H 2.310 -0.391 -1.046 -0.559 0.321 -0.037 0.05
H 1.589 -1.958 -0.604 0.295 -0.032 0.167 0.05
H 2.023 -0.773 0.699 -0.186 0.059 -0.045 0.06
```
Forces are in eV/Å.

Computed properties:
Gap between HOMO and LUMO: 8.729 eV
ΔE to the lowest compared entry with this formula, charge and spin: 440.24 kJ/mol
LUMO: 0.866 eV